{"formula": "C34H55ClN2O15", "method": "ωB97M-V/def2-TZVPD", "smiles": "CC[C@H](Cl)N(CCN(CC)C(C)=O)C(=O)O.O=C1CCCO1.O=C1CCCO1.O=C1CCCO1.O=C1CCCO1.O=C1CCCO1.O=C1CCCO1", "charge": 0, "e_tot_ev": -82364.143, "orbital_gap_ha": 0.3380, "elements": ["C", "C", "C", "Cl", "N", "C", "C", "N", "C", "C", "C", "C", "O", "C", "O", "O", "H", "H", "H", "H", "H", "H", "H", "H", "H", "H", "H", "H", "H", "H", "H", "H", "H", "H", "H", "O", "C", "C", "C", "C", "O", "H", "H", "H", "H", "H", "H", "O", "C", "C", "C", "C", "O", "H", "H", "H", "H", "H", "H", "O", "C", "C", "C", "C", "O", "H", "H", "H", "H", "H", "H", "O", "C", "C", "C", "C", "O", "H", "H", "H", "H", "H", "H", "O", "C", "C", "C", "C", "O", "H", "H", "H", "H", "H", "H", "O", "C", "C", "C", "C", "O", "H", "H", "H", "H", "H", "H"], "xyz": [[5.314, 0.041, 5.528], [5.649, -1.077, 4.401], [5.708, -0.490, 2.909], [5.294, 1.322, 2.932], [4.974, -1.249, 1.874], [3.603, -0.773, 1.574], [2.579, -0.737, 2.799], [1.272, -1.455, 2.509], [0.245, -0.684, 3.320], [-0.431, 0.471, 2.444], [1.287, -2.790, 3.184], [1.293, -4.165, 2.348], [1.256, -2.924, 4.432], [5.091, -2.690, 1.985], [4.375, -3.458, 2.634], [6.149, -3.290, 1.238], [5.312, -0.475, 6.557], [4.251, 0.420, 5.380], [6.097, 0.856, 5.590], [6.649, -1.574, 4.674], [4.861, -1.886, 4.561], [6.818, -0.508, 2.607], [3.565, 0.235, 1.028], [3.162, -1.517, 0.814], [2.963, -1.178, 3.772], [2.319, 0.364, 2.994], [-0.602, -1.380, 3.663], [0.699, -0.254, 4.285], [-1.037, 0.023, 1.583], [-1.127, 1.149, 3.044], [0.428, 1.111, 2.031], [1.861, -4.003, 1.369], [0.223, -4.513, 2.193], [1.819, -4.971, 2.970], [6.803, -2.576, 1.044], [-1.206, 2.660, 4.528], [-0.121, 2.813, 5.035], [0.141, 3.476, 6.360], [1.632, 3.736, 6.299], [2.121, 2.617, 5.410], [1.046, 2.363, 4.495], [-0.118, 2.782, 7.163], [-0.426, 4.402, 6.454], [2.116, 3.752, 7.277], [1.818, 4.700, 5.816], [2.325, 1.699, 5.971], [3.016, 2.899, 4.855], [1.294, 1.324, -0.648], [0.187, 1.509, -1.086], [-0.627, 0.509, -1.863], [-1.703, 1.381, -2.474], [-1.834, 2.495, -1.461], [-0.523, 2.655, -0.905], [-1.042, -0.226, -1.171], [-0.023, 0.021, -2.626], [-2.643, 0.855, -2.660], [-1.350, 1.787, -3.428], [-2.527, 2.243, -0.653], [-2.154, 3.432, -1.921], [4.148, 4.949, 4.376], [5.229, 5.167, 3.897], [5.639, 6.428, 3.185], [6.907, 5.996, 2.478], [7.438, 4.917, 3.393], [6.276, 4.303, 3.966], [5.830, 7.208, 3.926], [4.872, 6.747, 2.480], [7.616, 6.809, 2.313], [6.655, 5.566, 1.504], [8.052, 5.323, 4.202], [8.017, 4.169, 2.850], [-2.292, -1.891, -2.874], [-3.396, -1.704, -3.312], [-4.215, -2.698, -4.089], [-5.289, -1.820, -4.700], [-5.414, -0.707, -3.686], [-4.100, -0.553, -3.129], [-4.635, -3.432, -3.397], [-3.615, -3.189, -4.855], [-6.229, -2.340, -4.885], [-4.934, -1.415, -5.652], [-6.108, -0.957, -2.877], [-5.729, 0.229, -4.147], [-3.203, -4.408, -7.333], [-2.519, -5.261, -6.829], [-2.871, -6.722, -6.734], [-1.886, -7.220, -5.696], [-0.713, -6.285, -5.887], [-1.288, -5.039, -6.298], [-2.710, -7.191, -7.707], [-3.902, -6.857, -6.408], [-1.621, -8.272, -5.810], [-2.308, -7.085, -4.696], [-0.030, -6.629, -6.670], [-0.149, -6.143, -4.965], [-6.255, 1.227, -6.408], [-7.436, 1.257, -6.173], [-8.324, 2.465, -6.308], [-9.554, 2.043, -5.529], [-9.549, 0.541, -5.700], [-8.166, 0.176, -5.785], [-8.547, 2.626, -7.365], [-7.856, 3.347, -5.874], [-10.476, 2.513, -5.876], [-9.424, 2.297, -4.473], [-10.050, 0.226, -6.620], [-10.012, 0.032, -4.854]], "forces_ev_per_angstrom": [[0.1, -1.2, 0.5], [-0.3, 0.4, 1.5], [2.0, -0.5, 0.9], [0.2, -1.5, -0.6], [-0.2, 0.2, 0.0], [-2.0, -0.9, -0.7], [0.1, 0.6, 0.0], [-0.2, -0.4, 2.0], [-2.0, 0.7, 0.2], [0.6, -0.1, -0.1], [0.3, -2.0, 2.5], [0.6, 0.9, 0.1], [0.1, 0.9, -3.8], [-0.2, -2.3, 0.8], [1.5, 2.5, -2.0], [-0.9, 2.3, 1.4], [0.1, 0.6, -1.5], [1.6, -0.2, 0.1], [-1.2, -0.8, -0.3], [-1.4, 0.8, -0.6], [1.0, 1.0, -0.7], [-1.6, 0.2, 0.4], [0.6, -1.5, 1.0], [0.7, 1.1, 1.1], [0.0, 0.7, -1.2], [0.3, -1.6, -0.3], [1.4, 0.8, -0.6], [-0.6, -0.6, -1.4], [1.0, 0.5, 1.1], [1.2, -1.2, -0.7], [-1.4, -0.7, 0.3], [-1.1, -0.4, 1.3], [1.3, 0.6, -0.1], [-0.7, 1.4, -0.8], [-0.8, -0.6, -0.2], [0.9, 0.2, 0.1], [-0.9, -0.3, -0.2], [0.4, 0.4, 0.1], [0.2, 0.4, 0.4], [0.7, -0.1, 0.0], [-0.7, 0.2, 0.0], [-0.1, 0.0, -0.1], [-0.2, -0.3, 0.0], [0.0, -0.1, -0.1], [0.1, -0.1, 0.0], [-0.1, 0.0, 0.0], [-0.2, -0.1, -0.1], [-0.4, 0.6, -0.1], [0.6, -0.6, 0.4], [-0.2, 0.3, -0.4], [-0.4, -0.2, -0.4], [-0.4, 0.2, -0.1], [0.5, -0.1, 0.1], [0.1, -0.1, -0.1], [0.1, -0.2, 0.3], [0.3, 0.3, 0.1], [0.0, 0.0, 0.1], [0.1, 0.0, 0.0], [0.2, 0.0, 0.2], [0.6, -0.3, -0.1], [-0.7, 0.1, 0.5], [0.2, 0.0, -0.5], [0.2, 0.4, -0.5], [0.5, -0.1, -0.1], [-0.5, 0.1, 0.0], [-0.2, 0.0, 0.0], [-0.1, 0.1, 0.3], [0.0, -0.1, 0.0], [0.1, 0.0, 0.1], [-0.1, 0.0, 0.0], [-0.2, -0.1, 0.2], [-0.5, 0.5, -0.1], [0.7, -0.6, 0.4], [-0.2, 0.1, -0.5], [-0.3, -0.2, -0.5], [-0.6, 0.3, -0.1], [0.2, -0.4, 0.0], [0.2, 0.0, 0.0], [0.1, -0.1, 0.3], [0.0, 0.1, 0.0], [-0.1, 0.0, 0.1], [0.1, 0.0, 0.0], [0.2, 0.0, 0.2], [0.6, -0.1, 0.5], [-0.5, 0.5, -0.7], [0.0, -0.3, 0.5], [-0.1, -0.5, 0.2], [0.4, -0.2, 0.2], [-0.4, 0.2, -0.1], [-0.1, 0.1, 0.0], [0.0, 0.1, -0.4], [0.1, 0.1, 0.0], [0.1, 0.0, -0.1], [0.0, 0.0, 0.0], [0.0, 0.2, -0.2], [-0.7, -0.5, 0.4], [1.0, 0.2, -0.6], [-0.4, 0.1, 0.4], [-0.4, 0.4, 0.2], [-0.5, -0.2, 0.1], [0.4, 0.2, 0.0], [0.1, 0.0, 0.0], [0.2, -0.1, -0.3], [0.0, -0.1, 0.0], [0.0, 0.0, -0.1], [0.1, 0.0, 0.0], [0.2, -0.1, -0.1]]}


{"formula": "C49H36ClIInN3O4P2S2", "method": "ωB97M-V/def2-TZVPD", "charge": -2, "e_tot_ev": -130108.477, "orbital_gap_ha": 0.2249, "elements": ["In", "S", "P", "C", "P", "S", "C", "C", "C", "C", "C", "C", "C", "C", "C", "C", "C", "C", "C", "C", "C", "C", "C", "C", "C", "C", "C", "C", "C", "C", "H", "H", "H", "H", "H", "H", "H", "H", "H", "H", "H", "H", "H", "H", "H", "H", "H", "H", "H", "H", "C", "O", "C", "C", "C", "C", "C", "C", "N", "N", "C", "O", "C", "C", "C", "C", "C", "C", "C", "O", "H", "H", "H", "H", "H", "H", "H", "H", "H", "H", "H", "H", "Cl", "C", "C", "C", "I", "C", "O", "C", "N", "C", "C", "C", "C", "H", "H", "H", "H"], "xyz": [[0.010, 0.361, -0.323], [2.786, 1.888, -1.812], [3.243, 0.786, -0.232], [1.999, -0.272, 0.303], [2.082, -1.347, 1.644], [0.580, -2.635, 1.827], [3.614, -2.377, 1.535], [4.818, -2.107, 2.171], [5.928, -2.927, 1.986], [5.840, -4.041, 1.169], [4.634, -4.332, 0.540], [3.536, -3.509, 0.721], [2.251, -0.505, 3.268], [2.702, -1.170, 4.408], [2.711, -0.530, 5.639], [2.245, 0.776, 5.751], [1.775, 1.435, 4.626], [1.790, 0.799, 3.393], [4.779, -0.108, -0.680], [6.050, 0.447, -0.555], [7.164, -0.223, -1.044], [7.016, -1.451, -1.676], [5.748, -1.997, -1.826], [4.637, -1.329, -1.334], [3.793, 1.947, 1.097], [3.180, 3.198, 1.172], [3.441, 4.052, 2.234], [4.337, 3.683, 3.229], [4.971, 2.451, 3.153], [4.694, 1.593, 2.097], [4.901, -1.256, 2.835], [6.861, -2.687, 2.485], [6.704, -4.680, 1.020], [4.551, -5.201, -0.103], [2.592, -3.736, 0.240], [3.022, -2.202, 4.335], [3.066, -1.059, 6.517], [2.242, 1.271, 6.716], [1.396, 2.448, 4.694], [1.445, 1.328, 2.515], [6.172, 1.417, -0.089], [8.148, 0.219, -0.936], [7.885, -1.979, -2.053], [5.622, -2.953, -2.323], [3.641, -1.739, -1.454], [2.498, 3.494, 0.383], [2.942, 5.014, 2.278], [4.538, 4.349, 4.061], [5.669, 2.146, 3.925], [5.192, 0.635, 2.050], [0.113, 1.277, -4.499], [-0.149, 2.686, -4.547], [-0.065, 3.459, -3.424], [0.213, 4.790, -3.638], [0.287, 5.710, -2.585], [0.075, 5.263, -1.304], [-0.199, 3.910, -1.049], [-0.500, 3.539, 0.318], [-0.646, 2.342, 0.750], [-1.057, 2.231, 2.075], [-1.260, 0.963, 2.360], [-1.129, -0.024, 1.565], [-1.671, 0.650, 3.768], [-1.824, -0.681, 4.139], [-2.179, -1.002, 5.443], [-2.378, 0.000, 6.382], [-2.214, 1.332, 6.015], [-1.859, 1.655, 4.714], [-0.275, 2.961, -2.100], [-0.565, 1.714, -1.915], [-0.740, 0.727, -4.110], [0.987, 1.046, -3.892], [0.294, 0.995, -5.537], [0.387, 5.102, -4.662], [0.514, 6.750, -2.785], [0.114, 5.950, -0.464], [-0.660, 4.350, 1.033], [-1.619, -1.445, 3.400], [-2.282, -2.043, 5.730], [-2.646, -0.253, 7.402], [-2.353, 2.119, 6.748], [-1.717, 2.684, 4.409], [-5.026, -2.545, -4.689], [-3.532, -2.131, -3.866], [-2.345, -2.615, -4.336], [-1.129, -2.309, -3.707], [0.653, -3.044, -4.485], [-1.057, -1.505, -2.563], [0.007, -1.201, -1.943], [-2.341, -0.994, -2.097], [-2.263, -0.189, -1.021], [-3.345, 0.344, -0.518], [-4.616, 0.100, -1.068], [-4.726, -0.714, -2.163], [-3.567, -1.292, -2.724], [-2.342, -3.247, -5.214], [-3.214, 0.989, 0.345], [-5.489, 0.558, -0.622], [-5.691, -0.919, -2.609]], "forces_ev_per_angstrom": [[0.0, -0.3, -0.2], [-0.1, 0.0, 0.1], [0.0, 0.1, 0.0], [0.0, 0.4, 0.3], [-0.1, -0.4, -0.2], [0.1, 0.0, 0.0], [0.0, -0.1, 0.0], [0.0, 0.1, 0.0], [0.0, 0.0, 0.0], [0.0, 0.0, 0.0], [0.0, 0.0, 0.0], [0.0, 0.0, 0.0], [0.0, 0.1, 0.0], [0.0, 0.0, 0.1], [0.0, 0.0, 0.0], [0.0, 0.0, 0.0], [0.0, 0.0, 0.0], [0.1, 0.0, 0.0], [0.0, -0.1, 0.0], [0.0, 0.0, 0.0], [0.0, 0.0, 0.0], [0.0, 0.0, 0.0], [0.0, 0.0, 0.0], [0.0, 0.0, 0.0], [0.0, 0.0, 0.0], [0.0, 0.0, 0.0], [0.0, 0.0, 0.0], [0.0, 0.0, 0.0], [0.0, 0.0, 0.0], [0.0, 0.0, 0.0], [0.0, 0.0, 0.0], [0.0, 0.0, 0.0], [0.0, 0.0, 0.0], [0.0, 0.0, 0.0], [0.0, 0.0, 0.0], [0.0, 0.0, 0.0], [0.0, 0.0, 0.0], [0.0, 0.0, 0.0], [0.0, 0.0, 0.0], [0.0, 0.0, -0.1], [0.0, 0.0, 0.0], [0.0, 0.0, 0.0], [0.0, 0.0, 0.0], [0.0, 0.0, 0.0], [0.0, 0.0, 0.0], [0.0, 0.0, 0.0], [0.0, 0.0, 0.0], [0.0, 0.0, 0.0], [0.0, 0.0, 0.0], [0.0, 0.0, 0.0], [0.1, 0.1, 0.0], [-0.1, -0.1, -0.1], [0.1, -0.1, 0.1], [0.0, 0.1, 0.0], [0.0, 0.0, 0.0], [0.0, 0.0, 0.0], [0.0, 0.0, 0.1], [0.0, 0.0, 0.0], [0.0, 0.2, 0.1], [0.2, -0.1, -0.1], [0.0, 0.0, -0.1], [-0.1, 0.2, 0.2], [0.0, 0.1, 0.0], [0.1, 0.0, 0.0], [0.0, 0.0, 0.0], [0.0, 0.0, 0.0], [0.0, 0.0, 0.0], [-0.1, 0.0, 0.0], [0.0, 0.0, -0.1], [0.0, 0.0, 0.0], [0.0, 0.0, 0.0], [0.0, 0.0, 0.0], [0.0, 0.0, 0.0], [0.0, 0.0, 0.0], [0.0, 0.0, 0.0], [0.0, 0.0, 0.0], [0.0, 0.0, 0.0], [0.0, 0.0, 0.0], [0.0, 0.0, 0.0], [0.0, 0.0, 0.0], [0.0, 0.0, 0.0], [0.0, 0.0, 0.0], [0.0, 0.0, 0.0], [0.0, 0.0, 0.1], [0.1, 0.0, 0.0], [-0.1, 0.0, 0.1], [0.1, 0.0, 0.0], [0.0, 0.1, 0.1], [-0.1, -0.1, -0.2], [0.1, 0.1, 0.0], [-0.1, -0.1, 0.2], [0.0, 0.0, 0.0], [0.0, 0.0, 0.0], [0.0, 0.0, 0.0], [0.0, 0.0, -0.1], [0.0, 0.0, 0.0], [0.0, 0.0, 0.0], [0.0, 0.0, 0.0], [0.0, 0.0, 0.0]]}


{"formula": "C6H5ClF3NOS", "method": "ωB97M-V/def2-TZVPD", "smiles": "C[C@H]1SC(C=O)=C(C(F)(F)F)N1Cl", "charge": 0, "e_tot_ev": -41347.594, "orbital_gap_ha": [0.2572, 0.2521], "elements": ["C", "C", "S", "C", "C", "O", "C", "C", "F", "F", "F", "N", "Cl", "H", "H", "H", "H", "H"], "xyz": [[-2.755, 0.825, -0.072], [-1.383, 0.248, 0.301], [-1.151, -1.516, -0.384], [0.559, -1.380, -0.249], [1.437, -2.527, -0.260], [1.168, -3.588, -0.804], [0.841, 0.142, 0.135], [2.181, 0.816, 0.392], [2.798, 0.144, 1.399], [3.074, 0.920, -0.590], [1.894, 2.087, 0.833], [-0.221, 1.034, 0.022], [-0.364, 1.998, -1.479], [-2.901, 0.895, -1.173], [-2.725, 1.867, 0.246], [-3.561, 0.375, 0.383], [-1.380, 0.022, 1.316], [2.489, -2.363, -0.016]], "forces_ev_per_angstrom": [[2.5, 1.8, -1.9], [-1.7, -0.7, -2.1], [0.0, 0.3, -0.3], [-0.9, 6.6, 2.2], [1.4, -1.1, -1.9], [-0.6, 0.9, 0.9], [0.7, -4.2, -2.3], [-0.6, 0.3, 1.3], [0.0, 0.3, -0.2], [-0.4, -0.1, -0.2], [0.8, -1.1, -0.4], [-0.6, -1.1, 0.3], [0.4, -0.4, 0.0], [0.1, -0.4, 0.8], [-0.1, 0.1, 0.2], [-1.6, -1.4, 1.0], [0.3, -0.1, 2.0], [0.1, 0.3, 0.7]]}


Q: Which of these has the lowest charge?
A: C49H36ClIInN3O4P2S2


Q: The lowest charge belongs to which entry?
A: C49H36ClIInN3O4P2S2


Q: Among the records above, which one has the lowest charge?
A: C49H36ClIInN3O4P2S2


Q: Which value of charge does entry 1 give?
A: 0